Entry 1:
This record from the Open Molecules 2025 dataset describes a molecular structure, C4H8OS2 in a non-equilibrium geometry. The level of theory is wB97M-V/def2-TZVPD.

Computed properties:
Energy above the lowest of the compared OMol25 structures with the same formula, charge and spin (kcal per mole): 58.61
E_LUMO (Ha): -0.0744
Highest occupied orbital energy (eV): -9.11

Each line ends with the Mulliken charge.
Cartesian coordinates (Å):
C (-1.377, 0.313, 0.807)  -0.1513
C (-2.703, 0.126, 0.211)  -0.0943
O (-3.443, 1.019, -0.192)  -0.4916
C (-0.441, -0.905, 0.982)  -0.7988
S (0.497, -1.275, -0.464)  -0.0667
S (2.128, 0.658, 0.249)  -0.0620
C (2.787, 0.360, -1.452)  -0.8603
H (-0.809, 0.912, 0.089)  0.1839
H (-1.521, 0.961, 1.686)  0.3569
H (-3.223, -0.853, 0.237)  0.3497
H (-0.855, -1.874, 1.402)  0.4021
H (0.182, -0.479, 1.741)  0.2967
H (3.099, -0.672, -1.606)  0.3023
H (3.661, 1.015, -1.561)  0.3138
H (2.018, 0.694, -2.129)  0.3195

Entry 2:
This record from the Open Molecules 2025 dataset describes a gas-phase ion, C4H8P (charge +1) in a non-equilibrium geometry. The level of theory is wB97M-V/def2-TZVPD.

Computed properties:
Energy above the lowest of the compared OMol25 structures with the same formula, charge and spin (kcal per mole): 22.66
Net charge: +1
E_LUMO (Ha): -0.1482
Highest occupied orbital energy (eV): -15.46

Each line ends with the Mulliken charge.
Cartesian coordinates (Å):
C (1.668, -0.176, -0.310)  -0.1742
C (1.153, -0.273, -1.483)  -0.2818
C (-0.498, 1.653, 0.157)  -0.9957
C (-1.068, -1.429, 0.757)  -0.9694
P (-0.048, -0.119, -0.075)  0.5179
H (2.658, -0.025, 0.100)  0.3977
H (1.681, -0.485, -2.663)  0.3484
H (-1.529, 1.699, 0.752)  0.3558
H (-0.645, 2.031, -0.819)  0.3741
H (0.268, 2.148, 0.779)  0.3542
H (-1.531, -2.175, 0.197)  0.3896
H (-1.901, -0.935, 1.180)  0.3558
H (-0.209, -1.913, 1.427)  0.3277

Entry 3:
This record from the Open Molecules 2025 dataset describes C4H8P2 in the gas phase in a non-equilibrium geometry. The level of theory is wB97M-V/def2-TZVPD.

Computed properties:
Energy above the lowest of the compared OMol25 structures with the same formula, charge and spin (kcal per mole): 70.28
E_LUMO (alpha / beta) (Ha): -0.0194 / -0.0010
Highest occupied orbital energy (alpha / beta) (eV): -7.84 / -7.61

Each line ends with the Mulliken charge.
Cartesian coordinates (Å):
C (-2.082, -0.568, 0.629)  -0.5941
C (-2.363, 0.713, -0.087)  -0.5128
C (2.481, -0.789, 0.083)  -0.8027
C (2.196, 0.489, -0.619)  -0.4887
P (-0.852, -0.185, -0.759)  0.0307
P (0.594, 0.827, 0.476)  -0.0633
H (-1.784, -0.488, 1.700)  0.2669
H (-2.745, -1.392, 0.513)  0.2868
H (-3.113, 0.885, -0.843)  0.3023
H (-2.432, 1.697, 0.472)  0.2507
H (2.587, -1.741, -0.435)  0.2748
H (2.547, -0.915, 1.121)  0.3979
H (2.937, 1.274, -0.640)  0.3695
H (2.028, 0.193, -1.612)  0.2821

Entry 4:
This record from the Open Molecules 2025 dataset describes C4H8S in the gas phase in a non-equilibrium geometry. The level of theory is wB97M-V/def2-TZVPD.

Computed properties:
SMILES: C[C@@H]1S[C@@H]1C
Energy above the lowest of the compared OMol25 structures with the same formula, charge and spin (kcal per mole): 73.77
E_LUMO (Ha): 0.0344
Highest occupied orbital energy (eV): -8.80

Each line ends with the Mulliken charge.
Cartesian coordinates (Å):
C (0.402, 1.498, -0.525)  -0.7277
C (1.012, 0.463, 0.431)  -0.2476
C (0.167, -0.729, 0.795)  -0.0536
C (-1.095, -1.294, -0.088)  -1.2173
H (-0.045, 2.588, 0.026)  0.2580
H (-0.476, 0.673, -1.053)  0.1342
H (1.310, 1.862, -1.412)  0.2183
H (1.403, 1.018, 1.187)  0.4788
H (-0.177, -0.896, 1.850)  0.3763
H (-0.837, -1.247, -1.297)  0.3246
H (-1.408, -2.362, 0.168)  0.3031
H (-2.002, -0.524, -0.034)  0.3129
S (1.746, -1.051, -0.047)  -0.1603

Entry 5:
This record from the Open Molecules 2025 dataset describes 2 unconnected molecules or ions with the total composition C4H8S in a non-equilibrium geometry. The level of theory is wB97M-V/def2-TZVPD.

Computed properties:
SMILES: CC=S.C=C
Energy above the lowest of the compared OMol25 structures with the same formula, charge and spin (kcal per mole): 40.40
E_LUMO (Ha): -0.0032
Highest occupied orbital energy (eV): -8.79

Each line ends with the Mulliken charge.
Cartesian coordinates (Å):
C (1.100, 1.291, -0.482)  -0.4776
C (2.114, 1.635, 0.303)  -0.3842
C (-2.343, -0.303, 0.546)  -0.0618
C (-2.385, -1.721, 0.114)  -0.9848
S (-2.759, 0.930, -0.353)  -0.2215
H (0.436, 2.007, -0.929)  0.1863
H (0.548, 0.394, -0.738)  0.2358
H (2.871, 0.912, 0.740)  0.2109
H (2.363, 2.703, 0.432)  0.2275
H (-2.155, -0.227, 1.585)  0.3069
H (-3.232, -2.223, 0.587)  0.3288
H (-1.425, -2.308, 0.367)  0.2593
H (-2.502, -1.801, -0.896)  0.3743

Entry 6:
This record from the Open Molecules 2025 dataset describes C4H8S in the gas phase in a non-equilibrium geometry. The level of theory is wB97M-V/def2-TZVPD.

Computed properties:
SMILES: CC(C)C=S
Energy above the lowest of the compared OMol25 structures with the same formula, charge and spin (kcal per mole): 28.48
E_LUMO (Ha): -0.0012
Highest occupied orbital energy (eV): -8.53

Each line ends with the Mulliken charge.
Cartesian coordinates (Å):
C (0.881, -1.580, -0.446)  -1.3207
C (-0.257, -0.599, -0.617)  0.6507
C (-0.368, 0.004, -2.075)  -1.3829
C (0.257, 0.594, 0.179)  -0.4256
H (0.657, -2.520, 0.138)  0.3233
H (1.697, -1.368, 0.112)  0.4157
H (1.120, -2.008, -1.413)  0.3328
H (-1.286, -0.862, -0.133)  0.3554
H (0.579, 0.513, -2.172)  0.4193
H (-1.256, 0.563, -2.196)  0.3297
H (-0.395, -0.800, -2.846)  0.3346
H (0.844, 1.415, -0.396)  0.1900
S (-0.315, 0.909, 1.666)  -0.2223

Entry 7:
This record from the Open Molecules 2025 dataset describes C4H8S2 in the gas phase in a non-equilibrium geometry. The level of theory is wB97M-V/def2-TZVPD.

Computed properties:
SMILES: CS/C=C/SC
Energy above the lowest of the compared OMol25 structures with the same formula, charge and spin (kcal per mole): 92.43
E_LUMO (Ha): 0.0310
Highest occupied orbital energy (eV): -8.39

Each line ends with the Mulliken charge.
Cartesian coordinates (Å):
C (2.894, 0.611, -0.388)  -0.7106
C (0.572, -0.564, -0.458)  -0.5744
C (-0.492, -0.852, 0.159)  0.0293
C (-2.960, 0.227, 0.510)  -0.6882
H (2.238, 1.632, -0.162)  0.2509
H (3.757, 0.559, 0.251)  0.2890
H (2.878, 0.471, -1.411)  0.2912
H (0.398, -0.129, -1.396)  0.3786
H (-0.537, -1.682, 1.104)  0.2019
H (-2.921, -0.543, 1.410)  0.2182
H (-4.032, 0.695, 0.168)  0.2884
H (-2.204, 1.069, 0.936)  0.2306
S (2.346, -0.881, 0.085)  -0.1187
S (-1.938, -0.615, -0.806)  -0.0864

Entry 8:
This record from the Open Molecules 2025 dataset describes C4H8S2 in the gas phase in a non-equilibrium geometry. The level of theory is wB97M-V/def2-TZVPD.

Computed properties:
SMILES: CSCCC=S
Energy above the lowest of the compared OMol25 structures with the same formula, charge and spin (kcal per mole): 31.92
E_LUMO (Ha): -0.0095
Highest occupied orbital energy (eV): -8.60

Each line ends with the Mulliken charge.
Cartesian coordinates (Å):
C (-2.534, 0.412, -0.052)  -0.8669
C (0.121, -0.662, 0.500)  -0.6946
C (1.132, -0.108, -0.553)  -0.3088
C (2.424, 0.281, 0.046)  -0.3375
H (-2.733, 0.439, 1.001)  0.2835
H (-2.141, 1.310, -0.487)  0.2900
H (-3.445, 0.248, -0.563)  0.3345
H (-0.116, 0.079, 1.231)  0.3545
H (0.527, -1.560, 0.950)  0.3787
H (1.303, -0.878, -1.347)  0.3265
H (0.853, 0.863, -1.050)  0.2467
H (2.320, 1.220, 0.604)  0.2805
S (-1.509, -1.070, -0.198)  -0.0786
S (3.799, -0.573, -0.083)  -0.2082

Entry 9:
This record from the Open Molecules 2025 dataset describes a molecular structure, C4H8S2 in a non-equilibrium geometry. The level of theory is wB97M-V/def2-TZVPD.

Computed properties:
Energy above the lowest of the compared OMol25 structures with the same formula, charge and spin (kcal per mole): 22.62
E_LUMO (Ha): 0.0295
Highest occupied orbital energy (eV): -8.66

Each line ends with the Mulliken charge.
Cartesian coordinates (Å):
C (2.756, 0.615, 0.459)  -0.8213
C (0.031, 0.013, 0.259)  -0.1450
C (-0.801, 0.994, -0.514)  -0.5635
C (-1.039, -1.111, 0.183)  -0.7306
H (2.591, 1.665, 0.163)  0.2683
H (3.766, 0.309, 0.167)  0.3091
H (2.669, 0.541, 1.539)  0.2759
H (0.078, 0.288, 1.315)  0.2723
H (-0.791, 0.830, -1.617)  0.2737
H (-0.764, 2.067, -0.322)  0.3659
H (-1.025, -1.902, 0.968)  0.3601
H (-0.940, -1.594, -0.792)  0.3256
S (1.624, -0.518, -0.383)  -0.0473
S (-2.327, 0.189, 0.149)  -0.1431

Entry 10:
This record from the Open Molecules 2025 dataset describes C4H8S3 in the gas phase in a non-equilibrium geometry. The level of theory is wB97M-V/def2-TZVPD.

Computed properties:
SMILES: CC(=S)SCCS
Energy above the lowest of the compared OMol25 structures with the same formula, charge and spin (kcal per mole): 14.05
E_LUMO (Ha): -0.0066
Highest occupied orbital energy (eV): -8.67

Each line ends with the Mulliken charge.
Cartesian coordinates (Å):
C (-3.111, -0.627, -0.123)  -1.1198
C (-1.916, 0.265, -0.296)  0.3825
C (0.925, 0.465, -0.065)  -0.7241
C (2.176, -0.366, 0.115)  -0.6107
H (-3.119, -0.880, 0.938)  0.3060
H (-3.944, 0.056, -0.329)  0.3262
H (-3.173, -1.477, -0.741)  0.3828
H (0.756, 1.175, 0.759)  0.4231
H (0.989, 1.184, -0.836)  0.4740
H (2.370, -0.766, 1.163)  0.3509
H (2.150, -1.241, -0.546)  0.3365
H (4.479, 0.320, 0.706)  0.1386
S (-1.780, 1.900, -0.121)  -0.2828
S (-0.464, -0.693, -0.290)  -0.1445
S (3.662, 0.687, -0.334)  -0.2389

Entry 11:
This record from the Open Molecules 2025 dataset describes 2 unconnected molecules or ions with the total composition C4H8Si in a non-equilibrium geometry. The level of theory is wB97M-V/def2-TZVPD.

Computed properties:
Energy above the lowest of the compared OMol25 structures with the same formula, charge and spin (kcal per mole): 81.96
E_LUMO (alpha / beta) (Ha): 0.0439 / -0.0577
Highest occupied orbital energy (alpha / beta) (eV): -6.60 / -10.85
Multiplicity: 3

Each line ends with the Mulliken charge.
Cartesian coordinates (Å):
C (1.223, -0.962, -0.081)  -0.2696
C (1.407, 0.212, 0.791)  -0.0716
C (2.065, 0.128, -0.589)  -0.0801
C (1.448, 1.329, -0.116)  -0.3554
Si (-2.636, 0.452, -0.071)  0.4470
H (1.755, -1.932, 0.087)  0.2191
H (0.268, -1.146, -0.503)  0.1263
H (1.884, 0.148, 1.824)  0.2050
H (3.153, -0.064, -0.916)  0.2227
H (-2.547, 0.100, -1.434)  -0.1084
H (-3.746, 1.170, 0.549)  -0.1400
H (-1.642, 1.508, 0.273)  -0.0890
H (-2.630, -0.944, 0.185)  -0.1061

Entry 12:
This record from the Open Molecules 2025 dataset describes C4H8Si2 in the gas phase in a non-equilibrium geometry. The level of theory is wB97M-V/def2-TZVPD.

Computed properties:
Energy above the lowest of the compared OMol25 structures with the same formula, charge and spin (kcal per mole): 101.92
E_LUMO (alpha / beta) (Ha): -0.0132 / -0.0477
Highest occupied orbital energy (alpha / beta) (eV): -9.00 / -6.70

Each line ends with the Mulliken charge.
Cartesian coordinates (Å):
C (-0.707, 2.027, -1.155)  -0.1516
C (0.150, -1.040, 0.431)  0.3015
C (0.257, 2.885, -1.346)  -0.4184
C (0.882, -0.273, 1.293)  -0.8304
Si (-1.021, 0.282, -0.652)  0.4768
Si (0.018, -2.867, 0.711)  0.0340
H (0.054, 3.860, -1.839)  0.2190
H (1.337, 2.762, -1.066)  0.2492
H (1.399, -0.817, 2.054)  0.2301
H (1.048, 0.795, 1.345)  0.2517
H (-1.787, 0.397, 0.530)  -0.1113
H (-1.592, -0.663, -1.679)  -0.1322
H (-1.046, -3.568, 0.232)  -0.0617
H (1.006, -3.779, 1.140)  -0.0565

Entry 13:
This record from the Open Molecules 2025 dataset describes a molecular structure, C4H9BN2 in a non-equilibrium geometry. The level of theory is wB97M-V/def2-TZVPD.

Computed properties:
Energy above the lowest of the compared OMol25 structures with the same formula, charge and spin (kcal per mole): 0.00
E_LUMO (alpha / beta) (Ha): 0.0324 / -0.0464
Highest occupied orbital energy (alpha / beta) (eV): -6.16 / -8.73
Multiplicity: 3

Each line ends with the Mulliken charge.
Cartesian coordinates (Å):
B (-0.770, 0.947, -0.362)  0.2713
C (0.570, 0.067, -2.415)  -0.5483
C (0.946, -0.927, -1.359)  -0.3720
C (0.204, -0.454, 2.066)  -0.9541
C (-1.068, 0.349, 2.119)  -0.1020
N (0.028, 0.138, -1.116)  -0.2480
N (-0.599, 0.914, 1.007)  -0.2994
H (-1.268, 1.725, -0.966)  -0.1037
H (1.384, 0.635, -2.765)  0.2603
H (-0.104, -0.126, -3.208)  0.2686
H (0.458, -1.827, -1.321)  0.3496
H (1.981, -0.756, -0.968)  0.2094
H (1.073, -0.171, 2.631)  0.3171
H (0.186, -1.285, 1.383)  0.4203
H (-1.965, -0.152, 2.143)  0.3201
H (-1.056, 0.924, 3.133)  0.2107

Entry 14:
This record from the Open Molecules 2025 dataset describes 2 unconnected molecules or ions with the total composition C4H9Br2NO2 in a non-equilibrium geometry. The level of theory is wB97M-V/def2-TZVPD.

Computed properties:
Energy above the lowest of the compared OMol25 structures with the same formula, charge and spin (kcal per mole): 72.11
E_LUMO (alpha / beta) (Ha): -0.0293 / -0.0381
Highest occupied orbital energy (alpha / beta) (eV): -7.83 / -7.83

Each line ends with the Mulliken charge.
Cartesian coordinates (Å):
C (0.488, 0.961, -0.606)  -0.5186
C (1.666, 0.388, -1.427)  -0.5165
C (-0.867, -0.455, 2.183)  -0.5760
C (-1.177, -0.818, -0.157)  -0.4143
N (-0.835, 0.343, -0.715)  -0.1151
O (2.481, -0.442, -0.619)  -0.5313
O (-1.420, 0.704, 2.413)  -0.4116
Br (-0.041, -2.345, -0.508)  -0.2221
Br (-1.509, 0.852, -2.637)  -0.1807
H (0.576, 1.043, 0.427)  0.3395
H (0.487, 2.049, -0.842)  0.3886
H (2.194, 1.202, -1.763)  0.4184
H (1.562, -0.226, -2.299)  0.3240
H (-1.360, -1.276, 2.464)  0.4463
H (0.143, -0.576, 2.059)  0.5041
H (-2.306, -0.864, -0.184)  0.4261
H (2.216, -1.342, -0.576)  0.2787
H (-2.299, 0.803, 2.784)  0.3604

Entry 15:
This record from the Open Molecules 2025 dataset describes 2 unconnected molecules or ions with the total composition C4H9Br2P in a non-equilibrium geometry. The level of theory is wB97M-V/def2-TZVPD.

Computed properties:
Energy above the lowest of the compared OMol25 structures with the same formula, charge and spin (kcal per mole): 73.35
E_LUMO (alpha / beta) (Ha): 0.0041 / -0.0314
Highest occupied orbital energy (alpha / beta) (eV): -7.75 / -7.47

Each line ends with the Mulliken charge.
Cartesian coordinates (Å):
C (0.235, 1.360, -0.391)  -1.2019
C (-1.770, -0.139, 0.319)  -1.0229
C (0.617, -0.456, 1.465)  -1.4551
C (-0.301, 0.110, 0.345)  0.8316
P (0.606, -1.534, -1.882)  0.2095
Br (1.211, -0.041, -3.406)  -0.1708
Br (2.562, -2.061, -0.982)  -0.1746
H (-0.233, 2.265, 0.054)  0.3786
H (1.284, 1.403, -0.284)  0.3674
H (-0.196, 1.309, -1.490)  0.2285
H (-2.029, -0.168, -0.783)  0.3085
H (-2.310, 0.674, 0.922)  0.3124
H (-2.086, -1.190, 0.745)  0.2685
H (1.526, -0.044, 1.333)  0.4653
H (0.296, 0.079, 2.445)  0.3370
H (0.589, -1.567, 1.590)  0.3179